Entry 1:
{"formula": "C5H7BrClFO2S", "method": "the ωB97M-V functional and the def2-TZVPD basis", "symbols": ["C", "C", "C", "C", "C", "O", "O", "F", "S", "Cl", "Br", "H", "H", "H", "H", "H", "H", "H"], "coordinates": [[3.45, 0.17, -0.47], [2.12, 0.25, -1.13], [-2.55, 0.45, 1.39], [-1.61, -0.38, 0.39], [-0.46, 0.40, -0.22], [1.12, -1.86, -0.01], [0.12, -1.21, -2.14], [4.22, 1.20, -0.51], [0.69, -0.83, -0.92], [1.73, 1.50, -2.15], [3.88, -1.28, 0.61], [-2.25, 0.48, 2.50], [-2.65, 1.38, 0.98], [-3.46, -0.15, 1.44], [-2.31, -0.82, -0.24], [-1.08, -1.24, 1.03], [-0.91, 0.90, -1.00], [-0.04, 1.03, 0.44]], "smiles": "CCCS(=O)(=O)/C(Cl)=C(/F)Br", "e_tot_ev": -105507.6457, "max_force_ev_per_a": 6.9, "homo_energy_ev": -9.325, "lumo_energy_ev": -0.04}

=====

Entry 2:
{"formula": "C29H63Ca3N2O15P2", "method": "the ωB97M-V functional and the def2-TZVPD basis", "symbols": ["Ca", "Ca", "Ca", "P", "O", "O", "O", "O", "P", "O", "O", "O", "O", "O", "C", "O", "O", "H", "C", "C", "C", "O", "C", "H", "H", "H", "H", "H", "H", "H", "H", "C", "C", "C", "O", "C", "H", "H", "H", "H", "H", "H", "H", "H", "C", "C", "C", "O", "C", "H", "H", "H", "H", "H", "H", "H", "H", "C", "C", "C", "O", "C", "H", "H", "H", "H", "H", "H", "H", "H", "C", "C", "N", "C", "C", "C", "C", "H", "H", "H", "H", "H", "H", "H", "H", "H", "H", "H", "H", "H", "H", "H", "C", "C", "N", "C", "C", "C", "C", "H", "H", "H", "H", "H", "H", "H", "H", "H", "H", "H", "H", "H", "H", "H"], "coordinates": [[-0.88, 13.57, -0.12], [-2.76, 14.06, -4.33], [-2.30, 11.40, -2.26], [0.14, 11.18, -0.79], [-0.09, 11.25, -2.37], [-1.33, 11.48, -0.34], [0.97, 12.42, -0.32], [0.97, 10.06, -0.08], [-3.12, 14.27, -1.71], [-1.82, 13.59, -2.16], [-3.70, 13.03, -2.42], [-3.13, 15.44, -2.68], [-2.96, 14.36, -0.20], [-2.05, 10.60, -6.49], [-2.48, 11.61, -5.80], [-2.69, 11.52, -4.62], [-2.74, 12.71, -6.31], [-2.04, 11.10, -7.31], [1.87, 17.18, -0.76], [0.72, 17.75, 0.02], [-0.31, 16.61, 0.00], [0.39, 15.40, -0.31], [1.80, 15.75, -0.30], [2.81, 17.64, -0.46], [1.75, 17.34, -1.83], [0.35, 18.66, -0.46], [0.96, 18.01, 1.05], [-1.06, 16.88, -0.74], [-0.80, 16.58, 0.98], [2.38, 15.07, -0.92], [2.22, 15.65, 0.70], [-7.27, 13.81, -5.39], [-7.08, 15.26, -4.79], [-5.68, 15.22, -4.20], [-5.03, 14.20, -4.96], [-5.89, 13.18, -5.34], [-7.65, 13.87, -6.41], [-7.96, 13.25, -4.76], [-7.84, 15.42, -4.03], [-7.18, 16.10, -5.47], [-5.69, 14.94, -3.14], [-5.15, 16.17, -4.18], [-5.92, 12.36, -4.62], [-5.58, 12.62, -6.22], [-2.07, 18.06, -6.11], [-2.70, 17.53, -7.37], [-2.93, 16.01, -7.13], [-2.55, 15.83, -5.77], [-2.66, 17.06, -5.12], [-2.23, 19.11, -5.88], [-1.02, 17.84, -6.29], [-2.10, 17.72, -8.26], [-3.69, 17.96, -7.52], [-2.36, 15.38, -7.82], [-3.97, 15.71, -7.08], [-2.05, 17.13, -4.21], [-3.66, 17.48, -4.99], [1.39, 15.87, -4.32], [1.88, 14.87, -5.44], [0.63, 14.13, -5.81], [-0.41, 14.48, -4.82], [0.23, 15.09, -3.76], [1.07, 16.80, -4.78], [2.18, 16.05, -3.58], [2.54, 14.16, -4.94], [2.32, 15.19, -6.39], [0.91, 13.08, -5.90], [0.46, 14.39, -6.85], [0.62, 14.38, -3.03], [-0.42, 15.76, -3.20], [-2.10, 8.30, -2.49], [-3.63, 8.46, -2.43], [-3.98, 9.77, -1.75], [-4.00, 9.66, -0.25], [-4.32, 10.98, 0.46], [-5.31, 10.21, -2.25], [-6.59, 9.44, -1.81], [-1.59, 9.10, -3.02], [-1.94, 7.38, -3.04], [-1.57, 8.18, -1.54], [-4.08, 8.49, -3.42], [-3.92, 7.58, -1.85], [-4.52, 8.80, 0.17], [-2.96, 9.43, -0.01], [-4.17, 10.89, 1.53], [-3.68, 11.75, 0.01], [-5.37, 11.22, 0.31], [-5.17, 10.21, -3.33], [-5.39, 11.24, -1.91], [-7.30, 9.48, -2.63], [-7.21, 10.01, -1.12], [-6.47, 8.43, -1.41], [-7.91, 13.45, -1.83], [-7.04, 13.99, -0.67], [-7.61, 13.91, 0.63], [-8.91, 14.70, 0.64], [-8.68, 16.21, 0.34], [-6.61, 14.41, 1.63], [-7.10, 14.05, 3.07], [-8.55, 14.23, -2.24], [-8.46, 12.54, -1.60], [-7.29, 13.00, -2.60], [-6.09, 13.46, -0.69], [-6.76, 15.02, -0.89], [-9.42, 14.25, -0.22], [-9.43, 14.45, 1.56], [-9.65, 16.72, 0.29], [-8.27, 16.75, 1.19], [-8.16, 16.48, -0.58], [-6.42, 15.48, 1.58], [-5.67, 13.88, 1.48], [-7.47, 13.02, 3.15], [-7.91, 14.70, 3.39], [-6.26, 14.24, 3.74]], "e_above_lowest_kj_mol": 225.8, "e_tot_ev": -138696.6060, "max_force_ev_per_a": 8.6, "homo_energy_ev": -3.271, "lumo_energy_ev": 1.94, "total_charge": -1}